1.
A cluster of 2 separate species, C4H5BrNPS in total at a distorted geometry, computed with the ωB97M-V functional and the def2-TZVPD basis.

```
13
Properties=species:S:1:pos:R:3
C 0.9316 0.1698 2.0853
C 1.3179 -2.0540 1.5089
C 1.6173 -1.0448 2.3750
C 0.3114 0.2115 0.9189
N -1.2883 1.6246 -0.8460
P -1.7737 1.1356 -2.1395
S 0.4215 -1.3747 0.2109
Br 2.7024 -1.2100 3.8592
H 1.1386 0.9838 2.8621
H 1.8515 -2.8947 1.3907
H -0.1130 1.1358 0.4569
H -1.2896 1.2226 -3.6011
H -3.0472 0.4103 -2.4379
```

Computed properties:
LUMO (spin up / spin down): -0.003 / -0.110 Ha
Strongest force on any atom: 12.41 eV/A
Multiplicity: 3
Orbital gap (spin up / spin down): 7.408 / 5.599 eV

2.
The molecule C4H5BrO2 at a distorted geometry, computed with the ωB97M-V functional and the def2-TZVPD basis.

```
12
Properties=species:S:1:pos:R:3
C -0.0058 1.0181 1.1514
C -0.7090 -0.2296 0.5902
C -0.1420 -0.4308 -0.8266
Br -0.7286 0.8971 -1.9873
O -0.0415 -1.6690 -1.4316
C 1.1502 -1.0662 -1.2398
O 2.3035 -1.1986 -1.4806
H -0.4736 1.8330 0.6150
H 1.0868 1.1148 0.7201
H -0.1084 1.1369 2.1985
H -1.8497 -0.1377 0.4941
H -0.4818 -1.2680 1.1965
```

Computed properties:
LUMO: 0.026 Ha
SMILES: CC[C@]1(Br)OC1=O
ΔE to the lowest compared entry with this formula, charge and spin: 1.3363 eV
Strongest force on any atom: 3.26 eV/A
Multiplicity: 1
Orbital gap: 10.801 eV

3.
A structure of composition C4H5CdO2 at a distorted geometry, computed with the ωB97M-V functional and the def2-TZVPD basis.

```
12
Properties=species:S:1:pos:R:3
C 0.8393 -0.0396 -2.6220
C 0.6045 0.9011 -1.4811
C 0.7387 0.5177 -0.2151
C 0.4443 0.3922 1.0849
O -0.7330 0.5977 1.6335
Cd -1.6160 1.3264 3.0089
H 1.8048 -0.5655 -2.5221
H 0.8962 0.5494 -3.5556
H 1.5993 1.5828 -1.1965
H 1.2262 -0.0302 1.7358
O -0.2275 -0.9725 -2.6879
H -0.2090 -1.4115 -3.5426
```

Computed properties:
LUMO (spin up / spin down): -0.254 / -0.212 Ha
Charge: +1
ΔE to the lowest compared entry with this formula, charge and spin: 0.8240 eV
Strongest force on any atom: 9.25 eV/A
Multiplicity: 1
Orbital gap (spin up / spin down): 5.399 / 8.117 eV

4.
The molecule C4H5Cl2F3, computed with the ωB97M-V functional and the def2-TZVPD basis.

```
14
Properties=species:S:1:pos:R:3
C 0.6828 -0.3928 0.2589
C -0.6892 -0.5465 -0.3722
Cl -1.2179 -2.2554 -0.2486
C -1.7200 0.3664 0.2917
Cl -2.0091 -0.0860 1.9931
C -3.0736 0.3781 -0.4214
F -2.9123 0.6102 -1.7363
F -3.8486 1.3676 0.0395
F -3.7697 -0.7458 -0.3081
H 0.6407 -0.6373 1.3166
H 1.0322 0.6307 0.1437
H 1.3872 -1.0615 -0.2269
H -0.6545 -0.3126 -1.4408
H -1.3523 1.3982 0.2845
```

Computed properties:
LUMO: 0.026 Ha
SMILES: C[C@@H](Cl)[C@H](Cl)C(F)(F)F
Strongest force on any atom: 0.41 eV/A
Multiplicity: 1
Orbital gap: 11.749 eV

5.
A structure of composition C4H5Cl2FO at a distorted geometry, computed with the ωB97M-V functional and the def2-TZVPD basis.

```
13
Properties=species:S:1:pos:R:3
C 1.0873 1.1790 -0.6412
C 0.4787 -0.0945 -0.1576
C -0.3828 -0.2620 1.1001
C -1.1014 -0.0994 -0.2465
H 1.4399 0.8556 -1.7483
H 2.0287 1.6148 0.0213
H 0.2054 2.1010 -0.9505
H -0.5258 0.6275 1.7643
H -0.7127 -2.3093 1.0497
O -0.2944 -1.3757 1.7996
F -1.7368 1.0014 -0.3886
Cl 1.2799 -1.6457 -0.6842
Cl -1.7658 -1.5927 -0.9180
```

Computed properties:
LUMO: 0.015 Ha
ΔE to the lowest compared entry with this formula, charge and spin: 3.4319 eV
Strongest force on any atom: 6.66 eV/A
Multiplicity: 1
Orbital gap: 10.283 eV

6.
A cluster of 2 separate species, C4H5Cl4NO in total at a distorted geometry, computed with the ωB97M-V functional and the def2-TZVPD basis.

```
15
Properties=species:S:1:pos:R:3
Cl -1.0586 1.3123 1.1448
C -1.4173 -0.2707 0.3983
C -2.5421 -0.9962 1.1033
Cl -2.1255 -1.5230 2.7710
Cl -3.9492 0.1069 1.1888
Cl -2.9914 -2.4220 0.1680
H -0.4468 -0.8251 0.7094
H -1.4111 -0.2969 -0.6372
C 2.9255 1.3181 -0.6005
C 2.1694 0.3504 -1.2846
N 1.2095 -0.2147 -1.6311
O 0.3274 -0.9366 -2.0874
H 3.5091 1.8920 -1.4087
H 2.1380 1.7843 0.0738
H 3.6632 0.7213 0.0923
```

Computed properties:
LUMO: 0.013 Ha
SMILES: ClCC(Cl)(Cl)Cl.CC#[N+][O-]
ΔE to the lowest compared entry with this formula, charge and spin: 1.7620 eV
Strongest force on any atom: 5.12 eV/A
Multiplicity: 1
Orbital gap: 10.107 eV

Calculated M, 210.04 164.99 197.49 180.98 158.99 224.90 Da (same order as the records).